# 1
7 unconnected molecules or ions with the total composition C29H54O14S4 at a distorted geometry, computed with the ωB97M-V functional and the def2-TZVPD basis.

Values from the calculation:
HOMO level, eV: -8.8
Lowest unoccupied orbital energy, Ha: 0.0155
Frontier orbital gap, eV: 9.2388

The geometry in XYZ format:
```
101
Properties=species:S:1:pos:R:3:forces:R:3:lowdin_charge:R:1
S -4.662146 -1.324358 2.705601 -2.2769 0.1858 0.3948 1.041
S -1.623331 -3.667392 1.707406 0.1329 0.1423 0.4520 0.787
S -5.157572 -0.843583 -0.833489 0.6082 0.1661 0.2989 0.906
S 2.791053 -4.620536 -0.841423 -0.6872 0.1282 0.2000 0.654
O 6.507340 1.250982 -3.376544 0.3303 -0.4249 -0.2530 0.054
O -2.683686 1.139008 -2.623698 -0.4198 -1.0274 4.0071 0.047
O 2.444450 3.446071 -1.454165 -0.0394 -0.0753 -0.4299 0.046
O 1.558858 -0.825283 -0.571527 -0.8715 -1.6745 -0.1227 -0.037
O 0.928092 -2.448386 -2.118802 1.4108 1.5023 3.8707 0.045
O 1.161663 -1.840028 2.750828 -0.0716 0.0007 0.4945 0.024
O -4.022440 -2.680592 3.534450 -1.2528 0.2091 -2.2901 -0.369
O -1.901209 0.725191 -0.455382 -1.5853 -0.9101 -1.5292 -0.058
O -3.575847 -1.081429 1.461174 -1.6962 -1.5316 0.1268 -0.372
O -5.021682 -3.904707 -4.744352 0.0587 0.4825 -0.0409 0.053
O -3.947479 -3.907272 -1.012308 -0.4962 0.1693 1.2722 -0.066
O -6.050892 -1.671262 2.190970 3.9412 0.2455 0.8697 -0.432
O -4.113997 3.052682 1.811464 0.1286 0.4469 -0.0506 0.054
O 3.329998 1.889694 5.562331 0.5830 0.5136 -0.1447 0.047
C 0.798782 1.130157 0.796256 -0.1548 0.0663 -0.8735 -0.008
C -0.769617 -0.002828 -1.038349 1.6532 0.3835 -0.8713 -0.098
C -3.495075 -2.222743 -4.042530 0.1456 -0.3557 0.0972 -0.028
C 1.338194 -1.544434 3.921083 0.1035 0.0151 -0.5018 -0.466
C 2.190452 -0.367005 4.308022 -0.1835 -0.2566 -0.4762 -0.034
C -3.881649 -1.751285 0.219292 1.7845 -0.2167 -1.9826 -0.542
C -3.773035 4.218171 1.741293 -0.1583 -0.6350 0.0498 -0.496
C 1.605391 -3.428066 0.006912 -0.5071 0.6699 -0.5486 -0.433
C -2.920907 0.915110 -1.411394 0.0192 1.0248 -2.8300 -0.422
C 8.270890 0.501507 -4.782992 0.0290 0.4004 0.0188 -0.026
C -3.406743 -4.098318 1.483961 -1.7838 0.4932 0.5042 -0.517
C 2.506147 3.194452 -2.643511 0.0526 0.0609 0.5466 -0.500
C -4.304616 -3.909474 2.825223 1.4243 -2.4339 0.2310 -0.256
C 0.386666 -0.247687 0.056603 -1.6003 0.8939 1.3896 -0.284
C 4.254637 2.533467 5.099673 -0.5165 -0.3337 0.2845 -0.484
C 3.722240 2.541165 -3.242974 0.0749 0.0566 0.4687 -0.034
C 0.711838 -2.343364 5.033079 -0.2339 -0.2546 -0.2949 -0.014
C 1.337013 -2.169028 -0.968017 -1.1333 -1.5176 -2.8013 -0.413
C 7.059485 0.307550 -3.909702 -0.3241 0.4922 0.3126 -0.494
C 4.869451 3.676317 5.862956 -0.2347 -0.0220 0.3256 -0.024
C 6.558202 -1.099830 -3.722283 -0.3055 0.1075 0.2402 -0.020
C -4.679333 -2.738442 -4.813660 -0.0482 -0.6519 0.1761 -0.499
C -4.519972 5.201266 0.879604 -0.2613 -0.2516 -0.1537 -0.022
C 4.828706 2.219457 3.743162 -0.2447 -0.2773 -0.0399 -0.010
C -4.453851 0.895425 -0.936355 1.3197 0.5016 1.7625 -0.325
C -2.587584 4.733564 2.512765 0.0940 -0.3421 0.1803 -0.022
C -4.167916 -3.320534 0.311074 -1.6581 -0.1971 -0.3477 -0.372
C -5.425930 -1.754641 -5.675394 -0.3114 -0.2486 -0.1654 -0.024
C 1.367209 3.524615 -3.572111 -0.2726 0.1666 0.2976 -0.026
H -1.123744 -0.971273 -1.530356 0.4567 1.2659 0.7849 0.133
H -4.716701 -4.500847 -1.179867 0.9603 0.7320 0.0297 0.117
H -2.919700 -1.666488 -0.415135 -1.3246 -0.1628 1.3055 0.118
H -0.306557 0.656432 -1.852608 -0.6573 -1.0073 1.0233 0.146
H 7.333255 -1.711503 -3.255727 0.0046 -0.0875 -0.2017 0.086
H 1.847168 1.418544 0.459241 -1.2861 -0.4078 0.5648 0.085
H 5.882860 1.950804 3.838890 0.0223 0.1987 -0.0916 0.090
H 9.121945 -0.038993 -4.363547 -0.0415 -0.1311 -0.1724 0.085
H 0.047749 -1.705680 5.620335 0.1726 -0.0119 0.1455 0.092
H 3.447039 1.583815 -3.690590 0.0491 0.0992 -0.1637 0.089
H -6.254390 -2.264286 -6.171930 0.1088 0.0379 0.0714 0.081
H -1.834829 5.120564 1.822808 -0.0684 0.1816 0.0757 0.088
H 4.759461 4.603395 5.296520 0.2171 -0.0349 -0.0315 0.087
H 5.681998 -1.088221 -3.070804 0.1099 0.0125 -0.0829 0.084
H -2.147761 3.916668 3.088392 -0.0739 0.0830 -0.0923 0.083
H 1.593751 0.358421 4.861816 0.1969 -0.1094 0.1654 0.087
H 1.948125 -5.368930 -1.653410 0.3535 0.9617 0.8099 -0.121
H 6.271539 -1.524039 -4.686860 0.1797 -0.1189 0.0379 0.087
H -5.829709 -0.950417 -5.056658 0.1783 0.1110 -0.0849 0.084
H -3.446287 -5.219199 1.218426 0.1245 1.7748 0.3463 0.129
H 0.008453 -0.955092 0.869923 0.4261 0.7692 -1.1914 0.123
H -5.348329 4.691272 0.383566 0.1054 0.0452 0.0784 0.082
H -5.405946 -4.105340 2.619411 1.3440 0.7501 0.1492 0.128
H 4.716967 3.082271 3.083323 0.2084 -0.0017 0.0214 0.093
H 0.733290 1.043193 1.927263 0.1970 -0.0480 -1.4989 0.072
H 4.357643 3.788440 6.820878 0.0502 -0.0360 -0.1297 0.083
H 1.704189 4.224897 -4.339291 -0.0102 -0.1800 -0.1254 0.083
H -2.905814 5.517177 3.203665 0.1016 0.1255 -0.1477 0.086
H 0.108657 1.992361 0.470381 0.9723 -1.4147 0.4629 0.089
H 8.518447 1.563998 -4.827431 -0.0525 -0.1306 0.0228 0.082
H 5.925379 3.471843 6.051960 0.0222 0.1569 -0.1561 0.086
H 2.573683 0.111604 3.405421 -0.1102 -0.0903 0.1004 0.064
H 4.291121 1.375467 3.308507 0.1033 0.1367 0.0385 0.063
H -5.087569 1.552709 -1.630771 1.0411 -1.3703 0.8745 0.108
H 4.163998 3.197782 -3.995487 -0.0554 -0.1613 -0.1275 0.089
H -3.852901 5.609095 0.117212 -0.0135 0.1757 0.1287 0.087
H 8.060242 0.148473 -5.794707 0.1367 -0.1621 0.0662 0.085
H -3.814803 -1.439614 -3.352180 0.1046 0.1163 -0.1545 0.042
H 0.987748 2.610890 -4.034551 0.0894 0.0839 -0.1645 0.085
H 4.459890 2.361352 -2.460061 -0.1076 0.0081 -0.1636 0.070
H 3.035207 -0.701391 4.912708 -0.1576 0.1500 0.1905 0.095
H -1.485271 -2.845451 2.836122 -0.8833 -0.7755 -1.1466 -0.095
H -4.517451 1.313696 0.135393 0.1540 -0.4560 -1.6953 0.071
H -5.296686 -3.465050 0.507235 1.6859 0.3608 0.0304 0.146
H 0.618822 -3.987168 0.073543 1.2471 0.9650 0.1322 0.036
H 1.980737 -3.124555 1.036064 -0.4069 -0.5376 -1.5012 0.067
H 0.559604 3.990344 -3.003385 0.0974 -0.0693 -0.0579 0.080
H -3.961766 -4.762017 3.522522 -0.5256 1.5011 -0.8252 0.139
H 0.125905 -3.160868 4.606721 0.0892 0.0650 0.0543 0.068
H -3.055295 -3.039377 -3.466253 -0.0944 0.0963 -0.0546 0.077
H -4.758566 -1.346658 -6.437346 -0.0120 0.1813 0.1372 0.085
H 1.490610 -2.766699 5.670601 -0.0766 0.1566 0.1255 0.090
H -4.923993 6.005615 1.497861 0.1570 0.1073 -0.1013 0.086
H -2.741665 -1.835302 -4.731972 -0.0752 0.2093 0.0650 0.092
```
Positions in Å, forces in eV/Å.



# 2
A molecular structure, C29H55NO16Si2 at a distorted geometry, computed with the ωB97M-V functional and the def2-TZVPD basis.

Values from the calculation:
HOMO level, eV: -9.3
Lowest unoccupied orbital energy, Ha: -0.0243
Frontier orbital gap, eV: 8.6096

The geometry in XYZ format:
```
103
Properties=species:S:1:pos:R:3:forces:R:3:lowdin_charge:R:1
Si -1.591976 0.797835 -0.995463 -0.6906 0.7135 -0.6761 0.568
Si -1.570241 1.574168 1.785400 -0.3580 1.4341 0.0669 0.552
O 3.030743 1.349808 1.492805 0.0911 -0.2440 0.1469 0.076
O -0.668303 5.862800 -1.902861 -0.1523 0.0965 -0.0739 0.154
O -2.123355 1.816850 0.226405 0.9105 -1.0593 0.3940 -0.364
O 4.162171 -3.065220 -1.794359 0.1815 0.1757 -0.0070 -0.178
O 3.050496 3.517632 -5.672254 -0.0267 0.0139 0.0942 0.155
O -2.415996 -8.283116 -2.158983 -0.0541 0.0711 -0.0165 0.062
O 1.052979 2.106225 1.122470 -0.4660 0.1349 -0.3333 -0.189
O -2.266356 -6.748158 -0.517545 -0.0085 0.0584 0.0102 0.167
O -2.020447 7.005029 -3.303565 0.0542 -0.1020 -0.0246 0.067
O 5.767309 -1.658961 4.216014 -0.0111 -0.0061 -0.1050 0.062
O 5.496999 -3.733839 3.372610 -0.0010 0.1182 -0.0161 0.170
O -3.700525 -6.458092 -2.235373 0.1297 -0.1860 -0.0103 0.049
O -0.961567 5.183338 -4.027274 -0.0352 0.0650 0.0531 0.053
O 2.690420 2.812496 -3.560654 0.0336 0.1018 -0.0206 0.059
O 5.647486 -1.945215 2.005089 0.0726 0.0310 0.3057 0.033
O 2.760536 4.997615 -3.996836 0.0385 -0.1190 0.0306 0.060
N 2.258336 1.516322 0.641080 0.1472 0.4091 -0.0277 0.000
C -2.321594 -1.827405 -1.873979 -0.4716 0.1483 -0.2022 -0.267
C 0.374342 -2.966198 1.563407 -0.7093 -0.5892 -0.0048 -0.211
C -1.945386 -2.850668 0.469556 -0.3273 -0.1985 -1.0030 -0.187
C 4.263769 -2.633216 -3.133067 0.0417 -0.1916 -0.0074 -0.107
C -2.700514 -2.915185 -0.880468 0.3828 0.1691 0.8305 -0.201
C -1.890267 5.530608 -5.058886 -0.0727 -0.0448 -0.1803 -0.109
C 2.700782 3.467385 -2.286892 0.0043 -0.0164 0.1891 -0.115
C -0.452864 -2.665583 0.304137 0.3403 0.6146 0.4256 -0.227
C 3.959073 -2.035259 -0.842178 -0.4636 0.3294 -0.0646 -0.225
C -4.920017 4.431549 6.619205 0.2717 0.0349 0.0414 -0.105
C 6.117587 -0.399996 3.635901 0.0724 0.1365 0.0257 -0.113
C 2.853728 3.754162 -4.523082 -0.0226 0.0006 -0.0732 -0.573
C 2.691800 -2.281760 -0.026403 0.3775 -0.3071 -0.7372 -0.179
C -3.848122 -7.103487 -3.503884 -0.1202 0.0685 -0.1649 -0.120
C 5.578873 -0.532094 2.228192 -0.1145 0.1263 -0.0947 -0.124
C 5.625224 -2.564692 3.214787 -0.0259 -0.1334 -0.0320 -0.560
C -3.472105 3.804381 4.588317 -0.1259 0.1945 0.2667 -0.239
C -1.171748 6.005408 -2.972074 -0.0147 -0.0161 0.0838 -0.565
C 2.573927 -3.733594 0.405542 -0.2087 -0.0418 0.9039 -0.170
C -3.349853 -8.503387 -3.217522 -0.0593 -0.1260 -0.1138 -0.120
C -2.745174 -7.126485 -1.534200 -0.0069 0.0607 0.0438 -0.567
C -2.250054 2.963684 4.210443 -0.1354 0.9531 -0.3609 -0.265
C 1.408835 -4.059839 1.392782 0.8452 0.3550 -0.1793 -0.180
C -1.851183 3.173614 2.729722 -0.3232 -0.7551 0.0643 -0.249
C -3.509030 4.176993 6.072306 -0.3676 -0.4588 -0.0877 -0.262
C -2.216861 6.970286 -4.722165 -0.0594 0.0873 -0.1493 -0.112
C 0.276520 1.156449 1.873139 -0.0578 -0.6139 0.0509 -0.280
C -2.907762 -0.436379 -1.524107 0.5183 -0.0026 0.0712 -0.279
C 2.288177 4.876243 -2.645095 -0.0397 0.0850 0.1057 -0.104
H -1.285895 1.665399 -2.157405 0.0372 0.0236 0.0218 -0.017
H 0.580571 1.111762 2.919342 0.1072 0.1914 0.2030 0.087
H 2.745239 5.631541 -2.010351 0.1060 0.0576 -0.1621 0.137
H -5.061595 3.936845 7.572805 -0.0277 -0.0345 0.2481 0.062
H -3.236877 7.249654 -4.971789 -0.0307 0.0133 0.1778 0.132
H -1.245661 -1.735013 -2.012576 0.2062 -0.2514 0.0377 0.082
H 2.711717 -1.592865 0.816452 -0.1054 0.0495 0.2019 0.097
H 4.757035 -1.667392 -3.230330 0.0756 0.1596 0.0910 0.082
H -3.489358 4.720899 4.005577 0.0473 0.1715 -0.2179 0.109
H -4.886385 -7.076421 -3.824533 -0.0325 0.0855 0.1398 0.131
H -5.684091 4.044508 5.952449 -0.1298 0.0266 -0.1446 0.062
H -2.383728 -2.022319 1.021573 0.1227 0.0776 0.5003 0.101
H -2.357481 0.525911 2.472376 0.1570 -0.2664 -0.1141 0.026
H -0.329318 0.129148 -0.641835 0.0084 0.0441 0.1241 -0.013
H -3.358842 -0.019626 -2.419195 -0.1043 0.2104 -0.1647 0.061
H 4.860523 -3.364111 -3.668812 0.0728 -0.1489 -0.0772 0.083
H -2.891798 5.051945 6.243259 0.2662 0.1034 0.0499 0.103
H 4.821937 -1.933658 -0.191134 0.2618 -0.3203 0.0291 0.102
H -0.320696 -3.296995 2.335168 -0.0732 -0.0300 0.2018 0.107
H -0.061639 -3.209443 -0.551206 -0.0689 -0.3824 -0.1188 0.121
H 2.010503 2.984636 -1.600425 -0.0624 -0.1218 -0.1543 0.110
H 7.203432 -0.290994 3.659777 0.0025 -0.0291 -0.0201 0.132
H -1.527105 7.675407 -5.188584 0.0315 -0.0272 0.0160 0.134
H -2.135332 -3.783799 0.989415 -0.1916 -0.0887 0.3004 0.110
H 5.664303 0.415440 4.193629 -0.0752 -0.1145 0.0976 0.132
H -1.434597 5.408725 -6.037741 0.1557 -0.0430 0.0872 0.135
H -5.088071 5.490652 6.778367 -0.2115 0.1759 -0.0629 0.064
H 0.836261 -2.073938 1.972083 0.1742 0.2588 -0.0307 0.085
H -3.059203 3.356697 6.625518 0.1199 -0.1264 0.1716 0.099
H -3.756601 -2.788223 -0.649555 -0.2572 -0.1786 -0.1286 0.108
H 1.852555 -4.240482 2.368187 0.0350 -0.1300 0.2088 0.103
H 3.288198 -2.577085 -3.617908 -0.1885 0.0871 0.0084 0.085
H 3.503801 -3.985122 0.911882 0.1993 -0.1689 0.0119 0.107
H 4.538353 -0.211723 2.145301 0.1501 -0.0929 0.0514 0.096
H -4.141208 -9.163189 -2.857143 -0.0112 0.0321 0.0181 0.133
H -0.289760 -1.623916 0.063664 0.1181 0.1688 -0.2552 0.031
H -3.717074 -0.491988 -0.801171 -0.0631 -0.1378 0.2578 0.074
H -1.002406 3.840209 2.633824 0.2346 0.1323 -0.0225 0.080
H -2.677195 3.668625 2.226953 -0.1558 0.0975 -0.2461 0.070
H -2.577035 -3.915486 -1.282246 0.1193 -0.1048 -0.3064 0.093
H 6.174068 -0.001795 1.489066 0.0348 -0.1404 -0.0777 0.137
H -4.389134 3.275935 4.334460 -0.1025 -0.1697 -0.1069 0.107
H 2.519949 -4.393235 -0.449640 -0.0184 0.0916 -0.3467 0.106
H -3.232360 -6.580570 -4.237860 0.0352 -0.0240 0.0176 0.133
H 0.951590 -4.994760 1.085698 -0.2910 -0.1076 -0.0259 0.108
H -2.759149 4.874908 -4.982702 -0.0046 0.0163 0.0409 0.134
H -2.476789 1.926085 4.432618 0.1869 -0.2498 0.1808 0.084
H -2.712910 -2.125030 -2.842336 -0.0470 -0.0330 -0.2270 0.100
H -2.857835 -8.967447 -4.068297 0.1421 0.0103 0.0874 0.132
H 1.210331 5.008372 -2.633364 0.0506 -0.0705 0.0140 0.091
H -1.448948 3.317360 4.851149 0.3599 -0.3152 0.1422 0.103
H 3.711116 3.416715 -1.874033 0.0141 -0.0020 -0.0457 0.131
H 3.827678 -1.075912 -1.348525 0.1172 0.1170 -0.1331 0.112
H 0.479228 0.164154 1.470203 -0.1073 -0.2036 -0.0649 0.041
H 1.868869 -2.012047 -0.680240 -0.3728 0.1358 0.0780 0.102
```
Positions in Å, forces in eV/Å.